No. 1
This record from OMol25 describes a structure of composition C25H61BClNO14P2SSi2. The level of theory is ωB97M-V/def2-TZVPD.

frontier orbital gap = 7.3115 eV
molar mass = 796.21 Da

XYZ file:
```
108
Properties=species:S:1:pos:R:3:lowdin_charge:R:1
C -5.383 -0.776 3.187 -0.080
C -6.034 -1.973 2.303 -0.248
N -5.115 -3.181 2.269 -0.081
C -4.092 -2.838 1.228 -0.247
C -2.639 -3.484 1.494 -0.229
Si -1.595 -3.153 -0.074 0.544
C 0.259 -3.606 0.070 -0.294
C 0.923 -3.393 1.514 -0.271
C 0.561 -4.516 2.600 -0.203
C 0.956 -3.928 4.047 -0.252
S -0.409 -3.968 5.297 0.457
O 0.063 -4.892 6.404 -0.398
O -1.751 -4.330 4.743 -0.378
Cl -0.576 -2.028 6.110 0.334
O -1.920 -1.530 -0.596 -0.357
Si -0.877 -0.355 0.124 0.552
C -1.531 0.423 1.744 -0.296
C -1.005 -0.264 3.097 -0.188
C -0.772 1.106 -1.157 -0.150
B -2.049 2.104 -1.008 -0.581
O -3.429 1.722 -1.194 0.073
O -1.817 3.501 -0.611 0.038
C -5.948 -4.296 1.728 -0.391
C -7.048 -4.116 0.576 -0.037
O -5.801 -5.468 2.167 0.043
H -4.262 -0.708 2.941 0.046
H -5.826 0.240 2.915 0.079
H -5.453 -1.038 4.291 0.082
H -6.257 -1.596 1.232 0.118
H -7.047 -2.209 2.775 0.123
H -3.987 -1.724 1.011 0.105
H -4.458 -3.311 0.236 0.121
H -2.161 -3.165 2.477 0.054
H -2.808 -4.622 1.561 0.101
H -2.152 -4.038 -1.128 0.010
H 0.328 -4.740 -0.149 0.093
H 0.858 -3.113 -0.786 0.089
H 0.730 -2.379 1.991 0.064
H 2.066 -3.454 1.359 0.124
H -0.496 -4.929 2.530 0.100
H 1.271 -5.408 2.422 0.126
H 1.330 -2.837 4.008 0.097
H 1.845 -4.533 4.458 0.119
H 0.505 -0.843 0.251 0.021
H -1.148 1.515 1.771 0.087
H -2.678 0.514 1.796 0.073
H -1.759 0.022 3.923 0.074
H 0.006 0.120 3.463 0.074
H -0.980 -1.401 3.082 0.027
H -0.822 0.630 -2.202 0.089
H 0.233 1.606 -0.967 0.069
H -3.778 1.603 -0.276 0.102
H -1.792 3.439 0.377 0.091
H -6.730 -3.396 -0.249 0.076
H -8.031 -3.721 1.026 0.092
H -7.275 -5.123 0.069 0.096
O 0.092 1.242 -5.411 -0.222
P 0.510 2.639 -5.885 0.761
O -0.907 2.909 -6.716 -0.253
C -2.164 2.677 -6.095 -0.290
C -2.573 3.850 -5.227 -0.075
O 1.459 2.098 -7.141 -0.236
C 2.301 0.965 -6.922 -0.301
C 1.694 -0.268 -7.562 -0.079
O 0.994 4.217 -6.319 -0.270
C 0.699 4.773 -7.600 -0.282
C -0.349 5.865 -7.447 -0.067
H -2.162 1.754 -5.513 0.101
H -2.898 2.543 -6.895 0.121
H -1.784 4.107 -4.513 0.076
H -3.489 3.621 -4.677 0.081
H -2.760 4.734 -5.840 0.067
H 2.478 0.813 -5.854 0.100
H 3.272 1.180 -7.379 0.116
H 0.635 -0.377 -7.317 0.073
H 2.219 -1.172 -7.243 0.077
H 1.755 -0.199 -8.651 0.075
H 0.380 4.012 -8.314 0.108
H 1.626 5.201 -7.989 0.121
H -0.865 5.811 -6.489 0.060
H -1.088 5.810 -8.253 0.080
H 0.118 6.854 -7.504 0.072
O 3.279 0.068 3.400 -0.239
P 4.203 1.215 3.830 0.759
O 4.765 1.557 2.300 -0.243
C 3.858 1.720 1.219 -0.292
C 3.270 3.117 1.203 -0.075
O 5.429 0.228 4.367 -0.235
C 5.087 -0.960 5.083 -0.295
C 5.236 -2.172 4.183 -0.077
O 5.115 2.521 4.438 -0.266
C 6.419 2.830 3.941 -0.280
C 6.361 4.123 3.141 -0.067
H 3.063 0.971 1.243 0.094
H 4.420 1.552 0.296 0.123
H 2.833 3.372 2.174 0.076
H 2.500 3.202 0.433 0.073
H 4.044 3.856 0.990 0.071
H 4.076 -0.890 5.491 0.100
H 5.770 -1.045 5.934 0.118
H 4.764 -2.019 3.209 0.069
H 4.797 -3.059 4.647 0.073
H 6.293 -2.372 3.987 0.076
H 6.836 2.014 3.349 0.108
H 7.073 2.959 4.806 0.123
H 5.342 4.390 2.862 0.061
H 6.970 4.046 2.235 0.080
H 6.761 4.955 3.729 0.073
```


No. 2
This record from OMol25 describes a cluster of 6 separate species, H12O6 in total. The level of theory is ωB97M-V/def2-TZVPD.

frontier orbital gap = 10.9000 eV
SMILES = O.O.O.O.O.O
molar mass = 108.09 Da
relative energy (zero: lowest compared OMol25 entry of this formula, charge and spin) = 59.80 kcal per mole

XYZ file:
```
18
Properties=species:S:1:pos:R:3:nbo_charge:R:1
H 0.670 -1.404 -1.457 0.467
H 0.311 -0.221 -0.669 0.450
H -1.559 -1.627 -0.510 0.441
H -2.147 -2.930 -1.071 0.487
H -0.150 -1.919 0.864 0.442
H 1.181 -2.750 0.737 0.486
H 4.699 1.849 0.754 0.464
H 3.736 1.447 -0.362 0.473
H -2.290 0.115 2.006 0.467
H -1.693 0.336 0.719 0.443
H -2.871 2.703 -1.157 0.458
H -2.755 2.803 0.267 0.462
O 1.085 -0.661 -1.072 -0.915
O -1.839 -2.044 -1.260 -0.930
O 0.520 -2.351 1.330 -0.930
O 4.704 1.371 -0.079 -0.938
O -1.795 0.773 1.514 -0.909
O -2.317 3.112 -0.449 -0.920
```


No. 3
This record from OMol25 describes a structure of composition C30H28Br2InN4OS. The level of theory is ωB97M-V/def2-TZVPD.

charge = +1
frontier orbital gap = 5.6707 eV
molar mass = 767.27 Da

XYZ file:
```
67
Properties=species:S:1:pos:R:3:lowdin_charge:R:1
In 0.169 0.557 0.248 0.921
Br 0.336 5.451 -0.375 0.831
C 1.804 4.275 -0.271 -0.584
C 3.099 4.773 -0.118 -0.140
C 4.172 3.915 -0.119 -0.603
Br 5.938 4.608 0.022 0.803
C 3.983 2.519 -0.226 -0.174
C 5.016 1.568 -0.303 0.003
C 4.714 0.230 -0.354 -0.010
C 3.376 -0.168 -0.277 -0.077
N 2.389 0.702 -0.249 0.054
C 2.649 2.026 -0.273 -0.146
C 1.535 2.913 -0.359 -0.408
O 0.324 2.460 -0.531 -0.179
H 3.254 5.836 0.004 0.107
H 6.041 1.908 -0.316 0.086
H 5.491 -0.513 -0.438 0.117
H 3.115 -1.217 -0.243 0.102
C -2.051 1.695 -2.498 -0.021
C -2.826 2.136 -1.294 -0.199
C -3.594 3.290 -1.309 -0.021
C -4.362 3.639 -0.212 -0.045
C -4.382 2.833 0.912 -0.024
C -3.633 1.667 0.975 -0.191
C -3.607 0.852 2.236 -0.011
C -2.848 1.329 -0.142 -0.211
N -2.000 0.219 -0.121 0.087
C -2.378 -1.005 -0.099 -0.206
C -3.801 -1.424 -0.252 0.022
C -1.336 -2.045 -0.034 -0.213
C -1.733 -3.479 -0.017 0.036
N -0.105 -1.686 0.018 0.085
C 0.941 -2.623 -0.057 -0.238
C 1.233 -3.240 -1.283 -0.207
C 0.483 -2.943 -2.548 -0.020
C 2.296 -4.133 -1.333 -0.029
C 3.054 -4.407 -0.211 -0.048
C 2.771 -3.770 0.986 -0.030
C 1.719 -2.872 1.084 -0.226
C 1.439 -2.173 2.378 -0.025
H -2.140 2.432 -3.291 0.093
H -2.413 0.732 -2.872 0.088
H -0.991 1.585 -2.244 0.057
H -3.584 3.924 -2.183 0.120
H -4.937 4.549 -0.229 0.113
H -4.979 3.120 1.765 0.119
H -4.003 1.432 3.065 0.093
H -2.587 0.554 2.487 0.063
H -4.218 -0.046 2.146 0.079
H -4.429 -0.559 -0.455 0.104
H -4.178 -1.926 0.638 0.104
H -3.890 -2.129 -1.079 0.108
H -2.671 -3.643 0.500 0.096
H -0.952 -4.067 0.459 0.108
H -1.844 -3.849 -1.035 0.110
H -0.146 -2.058 -2.465 0.073
H -0.144 -3.790 -2.828 0.092
H 1.187 -2.782 -3.363 0.095
H 2.524 -4.617 -2.271 0.123
H 3.871 -5.109 -0.268 0.114
H 3.377 -3.968 1.857 0.122
H 1.889 -2.711 3.208 0.096
H 0.370 -2.072 2.570 0.080
H 1.880 -1.172 2.359 0.076
S 0.014 0.591 4.923 0.701
C 0.106 0.823 3.385 -0.989
N 0.201 1.046 2.217 -0.009
```


No. 4
This record from OMol25 describes a structure of composition C31H29F3N5O6SV. The level of theory is ωB97M-V/def2-TZVPD.

frontier orbital gap (alpha / beta) = 7.3906 / 7.0807 eV
spin multiplicity = 3
⟨S²⟩ = 2.014
molar mass = 707.61 Da
relative energy (zero: lowest compared OMol25 entry of this formula, charge and spin) = 22.46 kcal per mole

XYZ file:
```
76
Properties=species:S:1:pos:R:3:mulliken_spin:R:1
V -0.498 0.866 0.944 1.947
O -3.738 -1.393 5.476 0.006
C -3.093 -0.891 4.412 0.024
C -2.989 -1.581 3.200 -0.010
C -2.282 -0.989 2.178 0.043
N -1.719 0.205 2.318 -0.050
C -1.821 0.879 3.463 0.040
C -2.492 0.367 4.547 -0.012
C -1.023 2.175 3.360 0.001
O -0.917 2.957 4.276 0.026
O -0.480 2.243 2.185 -0.034
C -1.929 -1.571 0.821 -0.002
O -2.374 -2.627 0.426 0.025
O -1.072 -0.801 0.230 -0.043
H -4.085 -2.270 5.282 0.000
H -3.430 -2.559 3.051 0.000
H -2.546 0.923 5.472 0.000
C 3.034 0.585 -3.458 0.003
C 2.827 1.993 -2.902 -0.003
N 1.436 2.434 -2.912 0.011
C 0.959 3.169 -4.086 0.001
C 0.250 2.264 -5.091 0.001
C 0.564 2.129 -1.933 0.014
S 1.158 1.202 -0.578 -0.037
N -0.675 2.569 -2.114 0.004
C -1.695 2.402 -1.277 0.008
O -1.675 1.785 -0.181 -0.005
C -2.984 3.001 -1.703 0.002
C -3.080 3.785 -2.850 0.004
C -4.297 4.333 -3.217 -0.002
C -5.429 4.099 -2.449 0.004
C -5.341 3.314 -1.307 -0.002
C -4.124 2.771 -0.934 0.010
H 4.066 0.276 -3.288 0.000
H 2.839 0.544 -4.529 0.000
H 2.368 -0.117 -2.956 -0.001
H 3.402 2.711 -3.488 0.000
H 3.191 2.033 -1.878 0.000
H 1.821 3.652 -4.544 0.000
H 0.273 3.942 -3.745 0.001
H 0.916 1.476 -5.442 0.000
H -0.089 2.840 -5.953 0.000
H -0.614 1.803 -4.615 0.000
H -2.196 3.966 -3.444 0.001
H -4.365 4.950 -4.103 0.000
H -6.380 4.529 -2.738 0.000
H -6.222 3.131 -0.706 0.000
H -4.045 2.164 -0.043 0.004
N 1.378 -2.365 -0.558 0.002
C 1.546 -3.736 -0.688 0.000
C 0.437 -4.588 -0.669 0.001
C 0.608 -5.957 -0.773 0.000
C 1.878 -6.509 -0.880 0.000
C 2.983 -5.670 -0.886 0.000
C 2.823 -4.297 -0.788 0.000
H 2.134 -1.781 -0.873 0.001
H 0.459 -2.000 -0.759 0.000
H -0.555 -4.158 -0.585 0.000
H -0.263 -6.599 -0.789 0.000
H 2.005 -7.581 -0.958 0.000
H 3.980 -6.082 -0.976 0.000
H 3.688 -3.642 -0.795 0.000
F 5.125 -0.612 4.718 0.000
C 4.093 -1.460 4.595 0.000
F 4.575 -2.628 4.137 0.000
F 3.610 -1.686 5.830 0.001
C 3.026 -0.918 3.687 0.009
C 2.957 0.431 3.380 -0.013
C 1.937 0.865 2.558 0.029
N 0.989 0.051 2.065 -0.042
C 1.083 -1.254 2.357 0.037
C 2.083 -1.779 3.151 -0.005
H 3.681 1.128 3.776 0.000
H 1.867 1.907 2.281 0.003
H 0.343 -1.905 1.919 0.002
H 2.129 -2.842 3.343 0.000
```


No. 5
This record from OMol25 describes a structure of composition C26H39AuN10O4SSi. The level of theory is ωB97M-V/def2-TZVPD.

charge = -2
frontier orbital gap = 6.2663 eV
molar mass = 812.78 Da
relative energy (zero: lowest compared OMol25 entry of this formula, charge and spin) = 1.36 kcal per mole

XYZ file:
```
82
Properties=species:S:1:pos:R:3:lowdin_charge:R:1
Au -0.186 -0.656 -0.540 0.833
N -3.528 -1.558 -0.320 0.094
C -2.555 -2.531 -0.087 -0.522
N -2.826 -3.815 0.057 -0.002
N -1.621 -4.416 0.129 -0.142
N -0.677 -3.544 0.039 -0.109
N -1.237 -2.328 -0.111 -0.188
C -3.762 -0.508 0.591 -0.539
N -4.927 0.133 0.586 -0.026
N -4.791 1.049 1.559 -0.153
N -3.613 0.948 2.095 -0.147
N -2.917 -0.046 1.500 0.009
H -4.405 -1.997 -0.558 0.103
N 1.439 -0.425 2.071 -0.360
S 2.097 0.982 2.089 0.948
C 0.879 2.284 2.363 -0.403
C -0.471 1.996 2.309 -0.081
C -1.386 3.014 2.578 -0.075
C -0.943 4.291 2.874 -0.104
C 0.420 4.579 2.882 -0.104
C 1.334 3.575 2.623 -0.107
C 2.949 1.264 3.682 -0.382
C 2.260 1.217 4.887 -0.074
C 2.950 1.345 6.080 -0.088
C 4.331 1.522 6.073 -0.109
C 5.017 1.564 4.870 -0.101
C 4.324 1.429 3.671 -0.099
H 0.732 -0.544 2.797 -0.012
H -0.838 1.006 2.047 0.062
H -2.436 2.751 2.542 0.066
H -1.661 5.078 3.076 0.094
H 0.767 5.585 3.087 0.092
H 2.399 3.782 2.643 0.106
H 1.183 1.090 4.882 0.118
H 2.412 1.311 7.020 0.098
H 4.868 1.625 7.008 0.091
H 6.092 1.698 4.861 0.094
H 4.849 1.449 2.723 0.102
C -2.118 4.368 -2.694 -0.039
C -1.280 3.461 -1.797 -0.634
C -2.165 2.410 -1.138 -0.035
C -0.550 4.296 -0.748 -0.027
O -0.334 2.836 -2.670 -0.119
Si 1.015 1.977 -2.234 0.001
O 0.837 1.046 -0.979 -0.425
O 2.230 3.055 -1.898 -0.098
C 2.956 3.917 -2.753 -0.657
C 4.093 3.138 -3.412 -0.033
C 2.058 4.545 -3.820 -0.032
C 3.526 5.010 -1.851 -0.039
O 1.493 1.284 -3.661 -0.119
C 0.921 0.221 -4.418 -0.652
C 1.460 -1.102 -3.881 -0.036
C 1.393 0.443 -5.853 -0.045
C -0.604 0.247 -4.368 -0.039
H -2.879 4.888 -2.109 0.081
H -2.613 3.774 -3.463 0.080
H -1.478 5.107 -3.184 0.073
H -2.937 2.875 -0.519 0.089
H -1.580 1.752 -0.498 0.036
H -2.653 1.799 -1.900 0.090
H -1.261 4.795 -0.089 0.083
H 0.078 5.047 -1.234 0.074
H 0.087 3.658 -0.133 0.072
H 3.685 2.351 -4.043 0.070
H 4.713 2.677 -2.641 0.086
H 4.718 3.803 -4.017 0.077
H 1.638 3.775 -4.467 0.077
H 2.631 5.249 -4.430 0.080
H 1.228 5.074 -3.349 0.073
H 4.146 4.558 -1.076 0.082
H 2.711 5.549 -1.365 0.078
H 4.131 5.718 -2.424 0.076
H 2.551 -1.102 -3.925 0.084
H 1.080 -1.942 -4.467 0.083
H 1.150 -1.238 -2.844 0.039
H 2.485 0.467 -5.885 0.077
H 1.014 1.396 -6.225 0.080
H 1.040 -0.358 -6.506 0.077
H -0.965 0.072 -3.353 0.060
H -1.011 -0.539 -5.008 0.085
H -0.978 1.215 -4.706 0.084
```


No. 6
This record from OMol25 describes an isolated molecule of C4H8OS2. The level of theory is ωB97M-V/def2-TZVPD.

frontier orbital gap = 9.5557 eV
SMILES = OCC1SCCS1
molar mass = 136.24 Da
relative energy (zero: lowest compared OMol25 entry of this formula, charge and spin) = 8.17 kcal per mole

XYZ file:
```
15
Properties=species:S:1:pos:R:3:nbo_charge:R:1
C -1.617 -0.757 0.465 -0.095
C -0.500 -0.364 -0.500 -0.524
C 1.593 1.207 0.258 -0.522
C 1.753 -0.251 0.805 -0.555
H -2.838 0.564 0.951 0.478
H -1.212 -0.644 1.496 0.166
H -1.813 -1.859 0.368 0.179
H -0.939 -0.556 -1.520 0.247
H 2.294 1.342 -0.591 0.215
H 1.816 2.002 1.000 0.230
H 1.218 -0.297 1.772 0.210
H 2.794 -0.576 0.944 0.241
O -2.779 -0.004 0.179 -0.708
S -0.155 1.422 -0.355 0.192
S 1.001 -1.356 -0.396 0.246
```